A structure of composition C11H10GdN2O4 at a distorted geometry, computed with ωB97M-V/def2-TZVPD.

Structure (ORCA input):
```
! wB97M-V def2-TZVPD RIJCOSX def2/J DEFGRID3
* xyz 3 8
Gd 0.451 1.052 -1.161
C 0.419 2.618 0.803
O 0.381 3.126 1.837
C 0.387 3.390 -2.091
O 0.383 4.445 -2.573
C -2.046 1.495 -1.241
O -3.202 1.473 -1.149
C 2.867 1.435 -1.136
O 4.013 1.487 -1.132
C 0.395 -0.455 -3.032
H 1.304 -0.988 -2.756
H -0.510 -0.987 -2.744
C 0.392 0.749 -3.616
H -0.507 1.307 -3.884
H 1.291 1.309 -3.885
N -0.694 -3.001 3.649
C -0.542 -2.120 2.643
C 0.618 -2.179 1.820
C 0.728 -1.247 0.807
N -0.258 -0.317 0.580
C -1.352 -0.224 1.410
C -1.547 -1.127 2.438
H 0.021 -3.696 3.831
H -1.505 -2.952 4.242
H 1.387 -2.940 1.978
H 1.601 -1.189 0.122
H -2.033 0.615 1.182
H -2.444 -1.078 3.058
*
```

## Properties
E_LUMO (spin up / spin down)   -12.64 / -14.91 eV
Energy above the lowest of the compared OMol25 structures with the same formula, charge and spin   0.0 kcal/mol
<S²>   16.05



A structure of composition C11H10N2O4Yb at a distorted geometry, computed with ωB97M-V/def2-TZVPD.

Structure (ORCA input):
```
! wB97M-V def2-TZVPD RIJCOSX def2/J DEFGRID3
* xyz 3 2
Yb 0.678 -0.795 -0.380
O -1.737 -1.922 -2.976
C -0.912 -1.697 -2.196
C 1.119 0.812 1.525
O 1.481 1.033 2.591
C -1.135 -1.065 1.115
O -1.756 -1.401 2.012
C 1.888 1.049 -1.727
O 2.440 1.920 -2.264
C -2.706 2.855 -0.824
H -2.326 2.966 -1.851
H -3.552 2.159 -0.705
C -2.038 3.361 0.221
H -2.357 3.195 1.264
H -1.143 3.991 0.090
N 4.661 -5.000 1.617
C 3.687 -4.052 1.425
C 2.884 -3.599 2.496
C 1.879 -2.684 2.251
N 1.663 -2.214 0.988
C 2.434 -2.625 -0.050
C 3.464 -3.544 0.135
H 4.848 -5.435 2.517
H 5.230 -5.344 0.854
H 3.087 -3.933 3.508
H 1.275 -2.260 3.053
H 2.309 -2.194 -1.073
H 4.095 -3.830 -0.703
*
```

## Properties
E_LUMO (spin up / spin down)   -11.38 / -14.99 eV
Energy above the lowest of the compared OMol25 structures with the same formula, charge and spin   7.5 kcal/mol
<S²>   0.80



The ion C11H10NO2S with charge +1 at a distorted geometry, computed with ωB97M-V/def2-TZVPD.

Structure (ORCA input):
```
! wB97M-V def2-TZVPD RIJCOSX def2/J DEFGRID3
* xyz 1 1
C -2.054 -1.952 1.206
C -1.892 -0.676 1.629
C -1.479 -2.404 0.042
C 0.752 1.693 -0.524
C -1.006 0.237 1.016
C -0.322 -0.277 -0.156
C 0.204 2.287 0.620
C -0.742 1.519 1.491
C -0.586 -1.547 -0.668
C 1.249 -0.481 -2.035
C 2.678 -0.980 -1.667
N 0.600 0.416 -0.854
O 0.128 3.607 0.940
O -1.213 2.078 2.567
S 0.137 -1.836 -2.189
H -2.680 -2.633 1.727
H -2.491 -0.381 2.485
H -1.646 -3.450 -0.257
H 1.188 2.375 -1.306
H 1.304 0.000 -2.988
H 3.300 -0.184 -1.373
H 3.044 -1.550 -2.414
H 2.712 -1.627 -0.796
H 0.709 4.161 0.508
H -1.894 1.603 2.998
*
```

## Properties
SMILES string   C[C@H]1Sc2cccc3c(O)c(O)c[n+]1c23
E_LUMO   -4.46 eV
Energy above the lowest of the compared OMol25 structures with the same formula, charge and spin   36.1 kcal/mol



The molecule C11H11BrClF4IO7S at a distorted geometry, computed with ωB97M-V/def2-TZVPD.

Structure (ORCA input):
```
! wB97M-V def2-TZVPD RIJCOSX def2/J DEFGRID3
* xyz 0 1
O -2.118 -1.308 1.748
C -1.955 -1.498 0.624
Cl -1.766 -3.193 0.127
C -1.983 -0.295 -0.335
C -0.656 0.203 -0.961
F -0.997 0.583 -2.260
C 0.374 -0.943 -1.229
C -0.211 -1.823 -2.388
C 0.521 -3.186 -2.493
O 0.028 -4.199 -2.268
I 2.601 -3.265 -3.164
O 1.613 -0.471 -1.789
S 2.639 -0.242 -0.502
O 3.927 -0.105 -1.087
O 2.357 1.244 0.185
C 1.049 1.395 0.760
Br 1.326 3.080 1.790
C 0.879 0.291 1.856
C 0.206 0.714 3.199
O -0.305 -0.416 3.921
C -0.067 1.540 -0.340
O 0.589 2.129 -1.452
C -1.176 2.588 -0.018
F -2.204 2.485 -0.867
F -1.695 2.482 1.201
F -0.767 3.830 -0.196
H -2.564 0.468 0.186
H -2.629 -0.594 -1.176
H 0.551 -1.640 -0.399
H -1.268 -2.057 -2.256
H -0.038 -1.345 -3.359
H 0.429 -0.652 1.525
H 1.899 0.030 2.173
H 0.968 1.133 3.868
H -0.623 1.420 3.093
H -0.102 -1.226 3.437
H 1.169 2.845 -1.152
*
```

## Properties
E_LUMO   -0.15 eV



A structure of composition C11H11Cl3N2 at a distorted geometry, computed with ωB97M-V/def2-TZVPD.

Structure (ORCA input):
```
! wB97M-V def2-TZVPD RIJCOSX def2/J DEFGRID3
* xyz 0 1
N -1.678 -2.368 -4.106
C -2.036 -1.798 -2.900
C -1.146 -1.460 -1.866
C 0.197 -1.724 -2.085
C 0.630 -2.057 -3.375
C -0.326 -2.345 -4.350
H -3.084 -1.711 -2.656
H -1.394 -1.191 -0.849
H 0.915 -1.491 -1.313
H 1.686 -2.140 -3.582
H -0.050 -2.659 -5.346
N 1.978 1.334 1.431
C 1.547 2.517 1.974
C 0.674 2.599 3.031
C 0.301 1.416 3.666
C 0.715 0.228 3.130
C 1.594 0.225 2.069
H 2.031 3.383 1.549
H 0.271 3.554 3.336
H -0.377 1.552 4.495
H 0.414 -0.762 3.441
H 1.964 -0.693 1.637
C -0.845 1.068 0.560
Cl -1.801 -0.339 -0.036
Cl -1.816 1.942 1.713
Cl -0.411 2.228 -0.629
H 0.046 0.691 1.061
*
```

## Properties
E_LUMO   0.36 eV
Energy above the lowest of the compared OMol25 structures with the same formula, charge and spin   154.0 kcal/mol



The molecule C11H11ClF3N3O at a distorted geometry, computed with ωB97M-V/def2-TZVPD.

Structure (ORCA input):
```
! wB97M-V def2-TZVPD RIJCOSX def2/J DEFGRID3
* xyz 0 1
O -4.414 -0.647 1.906
H -5.012 -0.293 2.579
N -3.968 0.486 1.222
C -3.145 0.277 0.285
C -2.639 1.448 -0.494
H -3.010 2.373 -0.054
H -3.031 1.377 -1.511
C -1.107 1.463 -0.514
N -0.556 0.120 -0.624
C 0.742 -0.043 -0.310
N 1.410 1.113 -0.152
C 2.695 1.137 0.113
C 3.455 -0.014 0.245
C 2.789 -1.238 0.153
C 1.438 -1.266 -0.103
Cl 0.692 -2.835 -0.044
H 3.328 -2.161 0.309
C 4.929 0.021 0.484
F 5.330 -0.897 1.382
F 5.636 -0.233 -0.638
F 5.358 1.209 0.933
H 3.132 2.120 0.222
C -1.475 -0.871 -1.133
H -1.876 -0.507 -2.087
C -2.607 -1.062 -0.127
H -2.249 -1.584 0.764
H -3.413 -1.668 -0.549
H -0.963 -1.809 -1.328
H -0.746 2.083 -1.342
H -0.725 1.902 0.411
*
```

## Properties
SMILES string   ON=C1CCN(c2ncc(C(F)(F)F)cc2Cl)CC1
E_LUMO   0.61 eV